[1]
94
Properties=species:S:1:pos:R:3:forces:R:3 method="wB97M-V/def2-TZVPD" homo_lumo_gap_ev="7.40 / 7.27" homo_energy_ev="-9.98 / -9.92" max_force_ha_per_bohr=0.02687 charge=+1
Fe -0.827 1.667 0.820 1.362 -0.052 0.229
N -3.718 3.103 4.752 0.005 0.023 0.110
C -2.874 3.374 3.739 0.096 -0.081 -0.076
S -1.443 4.249 4.095 -0.223 0.107 0.118
N -3.324 2.893 2.568 -0.177 -0.034 0.172
N -2.511 3.068 1.535 0.244 -0.066 -0.289
C -3.013 2.792 0.370 -0.231 0.115 -0.039
C -2.231 3.120 -0.823 -0.169 -0.047 -0.091
C -2.835 3.457 -2.028 -0.055 0.172 0.038
C -2.033 3.866 -3.076 0.078 0.026 -0.076
C -0.654 3.908 -2.906 -0.051 0.014 0.014
C -0.125 3.460 -1.711 0.007 0.087 0.072
N -0.893 3.053 -0.699 -0.235 -0.544 0.113
H -3.560 3.536 5.644 -0.016 0.013 -0.008
H -4.616 2.700 4.536 0.001 0.004 -0.015
H -4.056 2.498 0.271 -0.003 0.021 -0.006
H -3.913 3.431 -2.112 0.014 0.023 0.002
H -2.476 4.165 -4.017 0.002 -0.001 0.005
H 0.002 4.247 -3.695 0.009 -0.007 0.009
H 0.945 3.405 -1.561 -0.012 -0.007 0.002
N 0.346 2.749 2.157 -0.241 -0.028 -0.294
N 0.565 1.942 3.301 -0.003 -0.045 -0.077
C -0.472 1.121 3.624 -0.106 -0.032 -0.264
N -0.598 0.755 4.887 -0.150 -0.123 0.066
N -1.209 0.721 2.574 0.208 -0.053 0.095
N -2.427 0.080 2.790 -0.003 0.002 0.276
O -2.701 -0.401 3.883 0.265 0.147 -0.078
O -3.147 0.026 1.830 -0.138 0.089 -0.099
H 1.258 3.032 1.817 0.015 0.009 -0.025
H -0.227 3.564 2.468 0.020 0.052 0.049
H 0.930 2.460 4.091 -0.006 0.013 -0.012
H -0.164 1.308 5.608 -0.029 0.028 -0.026
H -1.388 0.164 5.111 0.009 -0.004 0.007
C 2.747 -3.483 -3.668 -0.045 -0.027 0.021
S 1.660 -4.623 -2.782 0.027 0.006 0.018
C 2.183 -4.355 -1.063 -0.044 0.012 -0.050
C 1.329 -3.359 -0.284 0.026 -0.010 -0.022
C 1.401 -1.969 -0.897 -0.028 -0.057 0.062
N 0.638 -0.928 -0.184 -0.019 0.197 0.010
P 1.253 0.637 -0.017 -0.297 -0.196 0.158
C 2.033 0.923 -1.646 -0.048 0.020 0.004
C 1.173 0.869 -2.747 0.015 -0.022 0.018
C 1.670 0.962 -4.036 -0.017 -0.008 0.021
C 3.035 1.119 -4.242 0.020 0.006 0.011
C 3.896 1.171 -3.156 0.002 -0.013 -0.001
C 3.401 1.065 -1.862 -0.026 0.019 -0.006
C 2.647 0.576 1.140 -0.008 0.107 -0.008
C 3.407 1.735 1.324 0.011 -0.029 -0.004
C 4.388 1.787 2.303 -0.039 -0.018 -0.025
C 4.616 0.679 3.110 -0.016 0.005 -0.016
C 3.866 -0.474 2.932 -0.001 -0.006 0.007
C 2.881 -0.525 1.955 -0.012 -0.006 0.015
P -1.076 -0.767 -0.148 -0.093 0.168 -0.064
C -1.694 -1.204 -1.797 0.024 0.050 0.002
C -1.508 -2.449 -2.401 -0.021 -0.017 -0.006
C -1.950 -2.668 -3.696 -0.001 -0.004 0.015
C -2.600 -1.656 -4.393 0.013 -0.006 0.012
C -2.807 -0.422 -3.795 0.010 0.024 0.012
C -2.350 -0.197 -2.504 0.006 -0.039 -0.027
C -1.575 -2.168 0.896 -0.029 -0.048 -0.043
C -2.753 -2.869 0.646 0.043 -0.006 0.025
C -3.152 -3.888 1.499 0.007 0.023 -0.023
C -2.381 -4.212 2.607 0.000 -0.002 -0.004
C -1.211 -3.512 2.865 0.000 -0.001 0.012
C -0.814 -2.489 2.019 -0.014 0.025 -0.005
H 2.589 -3.671 -4.728 0.012 0.016 -0.007
H 3.789 -3.693 -3.431 0.008 0.005 -0.007
H 2.520 -2.439 -3.457 0.017 0.004 -0.023
H 3.232 -4.051 -1.074 0.012 -0.015 0.009
H 2.134 -5.330 -0.580 0.014 0.000 0.013
H 1.675 -3.334 0.753 -0.006 0.012 0.009
H 0.296 -3.713 -0.255 0.043 -0.005 0.013
H 1.055 -2.017 -1.933 0.000 0.030 -0.030
H 2.445 -1.645 -0.924 0.008 -0.003 0.001
H 0.107 0.737 -2.597 0.036 0.003 -0.016
H 0.993 0.909 -4.879 -0.006 -0.003 0.000
H 3.427 1.193 -5.248 0.003 0.003 -0.001
H 4.961 1.281 -3.314 0.002 0.001 0.003
H 4.090 1.076 -1.029 0.014 -0.001 -0.004
H 3.248 2.597 0.681 0.009 0.005 0.028
H 4.976 2.685 2.431 0.002 -0.001 0.002
H 5.384 0.715 3.872 0.000 -0.001 0.004
H 4.046 -1.338 3.558 0.001 -0.003 -0.003
H 2.286 -1.419 1.830 -0.001 -0.034 -0.010
H -1.020 -3.256 -1.870 -0.015 0.027 -0.012
H -1.790 -3.634 -4.157 0.002 0.006 -0.006
H -2.951 -1.834 -5.401 -0.003 -0.004 -0.002
H -3.325 0.364 -4.330 -0.002 0.003 -0.005
H -2.500 0.768 -2.034 -0.018 -0.010 -0.011
H -3.360 -2.620 -0.215 -0.018 -0.003 0.006
H -4.066 -4.429 1.296 -0.002 -0.002 0.003
H -2.695 -5.007 3.269 0.004 -0.005 0.000
H -0.609 -3.762 3.729 -0.003 0.002 0.004
H 0.103 -1.946 2.221 -0.046 0.005 0.016



[2]
15
Properties=species:S:1:pos:R:3:forces:R:3 method="wB97M-V/def2-TZVPD" homo_lumo_gap_ev=10.19 homo_energy_ev=-9.06 smiles="C=CC.C=C" max_force_ha_per_bohr=0.07854 charge=0
C 0.961 -0.559 -1.658 -0.151 -0.537 2.426
C 1.510 -0.126 -0.477 0.407 -0.063 -1.284
C 2.059 1.257 -0.415 0.388 0.399 -1.469
H 0.209 -1.393 -1.588 1.372 0.476 -0.720
H 1.188 -0.015 -2.601 -0.807 -0.236 0.884
H 1.821 -0.609 0.475 -1.708 -0.687 -0.781
H 2.680 1.379 -1.337 -0.313 0.513 0.743
H 2.649 1.417 0.472 0.305 0.220 0.187
H 1.219 1.971 -0.435 0.491 -0.087 0.014
C -2.173 -0.600 1.925 -0.706 -0.596 -3.932
C -2.534 -0.144 0.654 2.787 -0.311 2.710
H -2.087 -1.704 1.959 -0.186 0.758 0.424
H -1.825 -0.064 2.791 -0.418 0.512 0.001
H -2.438 -0.810 -0.185 -0.826 -0.776 0.063
H -2.350 0.857 0.275 -0.634 0.413 0.733



[3]
51
Properties=species:S:1:pos:R:3:forces:R:3 method="wB97M-V/def2-TZVPD" homo_lumo_gap_ev=9.64 homo_energy_ev=-8.98 smiles="O=C(CCCC(=O)NCCc1ccccc1)NCCc1ccccc1" max_force_ha_per_bohr=0.01457 charge=0
O 0.417 0.793 -1.286 0.014 -0.196 -0.505
C 0.522 1.259 -0.163 -0.457 0.152 0.574
C -0.361 0.837 0.993 0.061 -0.169 0.065
C 0.234 -0.372 1.729 -0.018 -0.016 -0.088
C 0.432 -1.586 0.819 -0.136 -0.016 0.187
C -0.891 -2.084 0.251 0.642 0.079 -0.029
O -1.606 -2.867 0.849 -0.267 -0.240 0.356
N -1.175 -1.601 -0.972 -0.154 0.148 -0.515
C -2.390 -1.940 -1.673 -0.184 -0.073 -0.080
C -3.236 -0.702 -1.993 0.099 -0.221 0.069
C -3.552 0.133 -0.783 -0.011 0.093 -0.105
C -3.340 1.507 -0.811 -0.047 -0.036 -0.012
C -3.626 2.293 0.292 -0.007 0.105 0.017
C -4.122 1.712 1.446 0.007 0.098 0.074
C -4.336 0.345 1.485 -0.030 -0.038 0.081
C -4.060 -0.438 0.379 0.027 0.015 -0.044
N 1.438 2.198 0.144 0.324 0.379 0.115
C 2.460 2.625 -0.782 0.184 0.088 -0.114
C 3.857 2.189 -0.319 -0.260 -0.053 -0.120
C 3.902 0.702 -0.098 0.117 0.102 0.059
C 3.872 -0.169 -1.180 0.007 0.001 0.050
C 3.874 -1.538 -0.982 0.009 -0.060 -0.080
C 3.909 -2.055 0.303 0.032 -0.079 0.038
C 3.940 -1.196 1.387 -0.002 -0.092 0.070
C 3.932 0.174 1.185 0.033 0.024 -0.039
H -1.341 0.569 0.602 0.029 0.125 -0.011
H -0.484 1.665 1.693 -0.048 0.024 -0.023
H 1.200 -0.099 2.162 -0.042 -0.037 0.061
H -0.442 -0.645 2.541 0.043 0.028 0.044
H 1.118 -1.340 0.009 0.057 -0.024 0.011
H 0.864 -2.395 1.410 -0.035 -0.022 -0.101
H -0.601 -0.855 -1.355 0.085 -0.047 0.171
H -2.139 -2.451 -2.610 -0.113 -0.020 0.114
H -2.934 -2.638 -1.033 0.050 0.043 -0.146
H -2.700 -0.087 -2.720 -0.076 0.019 -0.048
H -4.167 -1.038 -2.459 0.042 0.021 -0.101
H -2.940 1.965 -1.705 0.056 0.016 -0.098
H -3.456 3.359 0.250 0.013 0.086 0.001
H -4.342 2.322 2.310 -0.017 0.044 0.069
H -4.722 -0.116 2.383 -0.032 -0.044 0.077
H -4.230 -1.502 0.428 0.027 -0.154 0.014
H 1.525 2.504 1.100 -0.167 -0.095 -0.035
H 2.425 3.715 -0.890 -0.002 -0.108 -0.083
H 2.215 2.163 -1.741 0.041 0.130 0.075
H 4.111 2.710 0.607 0.073 0.020 -0.020
H 4.579 2.480 -1.084 0.046 0.075 0.049
H 3.846 0.229 -2.184 -0.020 0.047 -0.131
H 3.847 -2.204 -1.831 0.000 -0.057 -0.074
H 3.910 -3.123 0.457 -0.002 -0.097 0.012
H 3.967 -1.591 2.391 0.000 -0.041 0.086
H 3.960 0.840 2.038 0.007 0.076 0.062



[4]
22
Properties=species:S:1:pos:R:3:forces:R:3 method="wB97M-V/def2-TZVPD" homo_lumo_gap_ev=7.79 homo_energy_ev=-3.89 max_force_ha_per_bohr=0.04722 charge=-1
C 1.069 1.460 -0.511 -0.040 0.695 0.984
O 0.836 1.896 0.827 -0.358 -0.080 -1.202
C 1.353 -0.037 -0.736 -0.044 0.472 0.485
C 0.341 -0.771 -1.645 -0.610 1.812 0.812
C -1.206 -0.618 -1.469 0.661 -1.875 1.395
C -1.787 -0.467 -0.076 -0.137 0.896 -0.015
N -1.665 -1.599 0.798 0.531 -1.153 0.512
H 0.219 1.718 -1.173 0.120 0.337 0.173
H 1.955 2.042 -0.821 -0.228 -0.116 -0.478
H 2.299 -0.032 -1.288 0.080 -0.530 0.163
H 1.516 -0.441 0.252 -0.030 -0.540 0.284
H 0.589 -0.206 -2.543 -0.268 -1.046 -0.952
H 0.515 -1.825 -1.640 0.705 -0.596 -0.548
H -1.649 -1.548 -1.858 -0.020 0.219 -0.350
H -1.594 0.177 -2.009 -0.551 1.581 -1.393
H -1.300 0.361 0.400 0.522 0.606 0.363
H -2.833 -0.102 -0.138 0.086 -0.501 -0.296
H -1.022 -1.348 1.567 -0.161 -0.556 -0.622
H -1.355 -2.456 0.297 -0.128 1.037 0.709
H 1.314 0.417 3.278 0.238 0.177 0.566
H 0.881 1.119 1.577 0.018 -0.437 -0.007
O 0.921 0.088 2.479 -0.388 -0.402 -0.581



Energy above the lowest of the compared OMol25 structures with the same formula, charge and spin / kJ/mol: 120.0, 311.8, 13.1, 83.2